{
  "formula": "C9H12BI2IrNO4SSc",
  "method": "ωB97M-V/def2-TZVPD",
  "s_squared": 6.03,
  "spin_multiplicity": 5,
  "total_charge": 4,
  "lumo_ev": [-16.4997, -18.0476],
  "e_tot_ha": -2587.47467,
  "elements": ["I", "I", "Sc", "Ir", "S", "C", "C", "C", "C", "C", "C", "C", "C", "O", "O", "O", "O", "H", "H", "H", "H", "H", "H", "H", "H", "H", "B", "C", "N", "H", "H", "H"],
  "xyz": [[-3.05570, -0.73970, 1.49387], [1.13679, -3.64141, 1.21880], [0.11931, -1.23928, 0.58554], [-1.86129, 0.72936, -0.35707], [-1.56217, -1.33856, -1.38827], [-2.33994, 2.08995, -1.56852], [-1.36614, 1.90124, 1.04782], [-1.08652, -1.14025, -3.18038], [-0.43362, -2.45698, -3.58846], [-0.14761, 0.03694, -3.39289], [-2.41033, -0.92430, -3.91517], [3.28557, -0.88972, 1.45145], [1.83890, -1.14355, -0.86653], [-1.18279, 2.63404, 1.93014], [-2.63636, 2.98244, -2.26268], [4.39083, -0.66110, 1.61189], [2.71654, -1.21433, -1.62982], [-0.29916, -2.45652, -4.67719], [-1.07847, -3.30338, -3.31234], [0.54264, -2.58504, -3.09880], [0.01909, 0.11328, -4.47890], [0.80665, -0.11506, -2.87468], [-0.60147, 0.96766, -3.02947], [-2.22826, -0.95873, -4.99913], [-2.84312, 0.04820, -3.64222], [-3.11591, -1.71705, -3.64323], [1.27397, 1.44283, 4.33396], [0.88308, 0.70418, 3.06275], [0.57678, 0.11963, 2.08233], [2.35855, 1.98582, 4.16331], [1.30508, 0.64040, 5.25493], [0.40157, 2.27356, 4.52219]],
  "forces_ev_per_angstrom": [[0.558, 0.407, -0.201], [0.401, -1.325, 0.404], [-0.498, 0.225, 0.785], [-1.164, -3.796, 1.793], [0.046, 1.172, -0.621], [-1.532, 6.418, -5.328], [0.361, 4.904, 4.078], [0.377, -0.346, -1.248], [-0.094, -0.337, 0.527], [-0.011, 0.107, 0.573], [-0.425, 0.002, 0.582], [3.263, 0.326, 0.427], [5.364, -0.315, -5.082], [-0.545, -3.182, -3.619], [1.312, -4.590, 3.547], [-3.113, -0.571, -0.368], [-4.522, 0.382, 4.064], [0.042, -0.046, 0.225], [0.203, 0.073, -0.295], [-0.143, -0.033, -0.277], [0.057, 0.098, 0.335], [-0.140, 0.168, -0.412], [0.194, 0.005, -0.331], [-0.006, 0.016, 0.294], [-0.015, -0.205, -0.255], [-0.077, 0.141, -0.328], [2.104, -2.987, -0.108], [-0.486, -1.573, -2.132], [0.497, 1.140, 1.994], [-0.420, 1.521, -0.296], [-1.115, 0.339, 0.100], [-0.474, 1.863, 1.172]]
}